Formula: C9H9N3OS
Source: OMol25
Level of theory: the ωB97M-V functional and the def2-TZVPD basis

Each line ends with the Löwdin charge.
CARTESIAN COORDINATES (ANGSTROEM)
H  0.112468  -0.117397  -2.311040  0.09
C  -1.115852  -1.535348  -1.100277  -0.44
H  -0.126136  -2.672790  1.257817  0.09
C  2.454645  0.496672  0.378249  -0.04
C  -1.101672  -2.113200  1.264183  -0.07
C  -0.064130  -0.082958  0.377065  -0.20
H  -1.630057  0.402878  -2.156308  0.08
C  -0.364494  1.378032  0.560491  -0.28
H  -1.206773  -1.661656  2.297895  0.10
H  3.501640  0.095208  0.296327  0.10
S  -1.449883  3.479428  0.871607  0.96
C  1.322229  -0.512877  0.292534  0.00
C  -0.954329  -0.487830  -2.279243  0.00
N  0.217532  3.659918  0.810450  -0.25
H  -1.194733  -0.991450  -3.256969  0.09
H  -1.958624  -2.823965  1.117273  0.10
C  0.761282  2.393481  0.645148  -0.30
H  3.019034  2.667478  0.641082  0.10
N  -1.666187  1.832396  0.659954  -0.22
C  2.184627  1.932536  0.556794  -0.01
H  1.589521  -1.592995  0.139727  0.12
O  -1.143364  -2.728866  -1.331386  0.06
N  -1.186744  -1.016694  0.268629  -0.07

Force components x, y, z for each atom (eV/Å):
-1.1748 -0.4270 0.0413
-0.0104 -0.0344 -0.5555
-0.9539 0.4348 -0.2726
-2.2759 1.8664 0.3093
-0.4152 -0.1444 1.2134
2.4058 0.9074 0.4668
0.6729 -0.8773 0.0654
0.3409 -1.1937 -0.1144
0.0718 -0.3750 -1.2318
-1.2439 0.7146 0.1466
1.7107 -1.2236 -0.3880
-1.1631 2.3371 0.2588
-0.0763 -0.0451 0.3055
-0.5311 -2.4321 -0.1128
0.2654 0.3616 1.1867
0.9676 0.7059 -0.0005
-1.7526 -0.6642 -0.0066
-0.8900 -0.7480 -0.1277
3.4902 1.5622 0.1450
-0.6279 -2.5538 -0.2839
-0.4375 1.2558 0.1821
-0.2131 1.1485 0.3467
1.8405 -0.5754 -1.5739

Its HOMO energy is -9.0 eV. Its energy is -985.98572 hartree. The calculation puts the gap between HOMO and LUMO at 7.82 eV. For the energy above the lowest of the compared OMol25 structures with the same formula, charge and spin, the calculation gives 117.91 kJ/mol.

---

Formula: C9H9NOS
Source: OMol25
Level of theory: the ωB97M-V functional and the def2-TZVPD basis

Each line ends with the Löwdin charge.
CARTESIAN COORDINATES (ANGSTROEM)
H  0.692484  -2.409046  -0.260809  0.15
S  -2.166418  -1.520720  -0.004029  1.03
H  4.225683  0.390213  0.719603  0.07
O  2.979140  -1.106587  0.002463  -0.12
C  -4.480520  -0.037007  0.128225  -0.14
H  0.257070  2.532633  -0.006898  0.07
C  0.345066  1.522116  0.005245  -0.01
C  4.112795  -0.308299  -0.038517  -0.12
H  -4.815493  0.962787  0.290570  0.07
C  -3.111762  0.022772  -0.214923  -0.63
C  1.620513  0.986520  0.159054  -0.01
H  -4.630294  -0.625803  1.167213  0.13
C  1.708280  -0.444517  0.142049  -0.20
C  0.588059  -1.281014  -0.014390  -0.02
H  2.406574  1.672794  0.019062  0.09
C  -0.842437  0.713060  -0.050623  -0.23
H  4.180215  0.126283  -1.135588  0.14
C  -0.692822  -0.651839  0.046902  -0.54
H  4.909425  -0.960083  -0.071180  0.06
N  -2.302544  1.083860  -0.163636  0.09
H  -4.983008  -0.668121  -0.719800  0.12

Force components x, y, z for each atom (eV/Å):
-0.0399 2.1975 0.7937
-0.8251 0.3509 -0.5142
-0.0179 1.4650 1.3787
-2.8817 0.4296 1.0919
-2.8907 -2.7501 0.5968
-0.3796 2.9158 -0.2763
-1.0750 -2.8809 0.4355
-0.8954 0.4507 -4.5437
-0.8539 0.5575 -0.3218
6.8048 0.9786 1.6526
-2.5462 -1.8680 -0.6143
0.3794 1.2477 -2.4592
1.6202 -0.8711 -1.3711
0.2910 -0.2509 0.2371
1.1447 0.2641 0.3285
-1.8722 0.6956 0.0743
-0.1797 0.0956 2.1388
1.5576 -1.3909 -0.7596
1.8615 -1.5462 0.4869
0.6527 -1.5272 -0.0694
0.1453 1.4369 1.7147

Its HOMO energy is -8.4 eV. Its energy is -876.46169 hartree. The calculation puts the gap between HOMO and LUMO at 9.01 eV. For the energy above the lowest of the compared OMol25 structures with the same formula, charge and spin, the calculation gives 186.23 kJ/mol.

---

Formula: CBr2FNO2
Source: OMol25
Level of theory: the ωB97M-V functional and the def2-TZVPD basis

Each line ends with the Löwdin charge.
CARTESIAN COORDINATES (ANGSTROEM)
C  0.333958  -0.577133  -0.433487  -0.78
O  0.827716  0.379654  1.607482  0.07
O  0.258740  1.524041  -0.153565  -0.01
Br  -2.580212  0.751488  0.210314  0.23
Br  0.216189  -2.370144  0.022310  0.87
N  0.593998  0.517358  0.428619  -0.46
F  0.349614  -0.225265  -1.681675  0.08

Force components x, y, z for each atom (eV/Å):
0.6760 -1.0676 0.1781
0.5573 -0.2463 0.1576
0.3723 2.4397 0.1490
-0.1068 0.0642 -0.0129
0.2026 0.8622 -0.0677
-1.5571 -1.3074 -0.0147
-0.1444 -0.7447 -0.3893

Its HOMO energy (alpha / beta) is -11.3 / -9.5 eV. Its energy is -5491.01243 hartree. The calculation puts the gap between HOMO and LUMO (alpha / beta) at 9.32 / 5.87 eV. For the energy above the lowest of the compared OMol25 structures with the same formula, charge and spin, the calculation gives 242.90 kJ/mol.

---

Formula: CBr2N4
Source: OMol25
Level of theory: the ωB97M-V functional and the def2-TZVPD basis

Each line ends with the Löwdin charge.
CARTESIAN COORDINATES (ANGSTROEM)
N  -1.858262  2.120156  -1.696953  0.23
C  1.444394  -0.770153  -1.117260  -0.91
Br  1.933329  -0.948944  0.578142  0.77
N  1.146903  -0.667018  -2.201347  0.09
N  -1.452468  1.566715  -0.814442  -0.35
N  -1.069060  1.189717  0.243940  -0.42
Br  -1.396181  -0.570245  0.773754  0.60

Force components x, y, z for each atom (eV/Å):
0.0266 0.1957 -1.0751
0.6692 -0.2376 2.1944
0.5807 -0.0588 0.4033
-0.7909 0.2954 -2.6156
-1.7541 0.6177 -1.9974
1.9427 -0.8876 3.4587
-0.6742 0.0752 -0.3683

Its HOMO energy is -9.9 eV. Its energy is -5405.02235 hartree. The calculation puts the gap between HOMO and LUMO at 8.93 eV. For the energy above the lowest of the compared OMol25 structures with the same formula, charge and spin, the calculation gives 110.19 kJ/mol.